Record 1
# C36H56Cl3N2O7

A 2-piece molecular cluster, C36H56Cl3N2O7 overall in a non-equilibrium geometry (the ωB97M-V functional and the def2-TZVPD basis, the Open Molecules 2025 dataset).

## Properties
Energy relative to the best compared isomer or geometry (same formula, charge and spin) ... 0.384 eV
Net charge ... +1

Last column: Mulliken charge in e.
Geometry (Å):
C 1.511 -3.469 5.693  -1.006
C 0.628 -2.601 5.191  -0.137
C 0.476 -1.242 5.867  0.330
C -0.981 -0.766 5.905  -1.467
C -1.782 -0.876 4.597  0.173
C -3.276 -1.053 4.858  -0.644
C -4.050 -1.332 3.605  0.338
O -5.098 -0.843 3.340  -0.574
O -3.457 -2.244 2.763  -0.350
C -3.157 -1.619 1.493  -0.446
C -1.996 -2.376 0.852  -0.432
O 1.403 -0.258 5.409  -0.207
C 1.188 0.107 4.076  -0.298
C 2.381 0.930 3.525  0.174
O 1.803 1.748 2.522  -0.506
C 2.549 1.899 1.335  0.888
Cl 4.300 2.185 1.621  -0.202
C 1.997 3.174 0.696  -1.157
C 2.530 3.458 -0.716  -0.775
C 1.514 3.758 -1.792  0.668
C 2.012 4.194 -3.028  -0.405
C 1.162 4.474 -4.093  -0.657
C -0.220 4.324 -3.968  -0.402
C -0.725 3.907 -2.739  -0.770
C 0.134 3.617 -1.676  -0.554
C 2.312 0.641 0.470  -0.165
O 3.307 -0.348 0.616  -0.472
C 2.862 -1.606 1.053  1.054
C 3.778 -2.692 0.543  -1.005
O 3.784 -2.785 -0.872  -0.392
C 3.071 -3.898 -1.366  -0.709
C 1.551 -3.643 -1.399  0.042
O 1.065 -4.006 -2.687  -0.467
C -0.333 -3.803 -2.772  -0.315
C -0.710 -2.340 -3.018  -0.903
C 2.970 1.770 4.632  -0.339
Cl 2.167 3.274 4.919  -0.193
C 4.033 1.391 5.329  0.777
C 4.731 0.087 5.092  -0.996
Cl 4.661 2.384 6.597  -0.227
H 1.372 -4.543 5.668  0.316
H 2.420 -3.116 6.169  0.265
H 0.074 -2.860 4.298  0.258
H 0.762 -1.430 6.897  0.563
H -1.044 0.241 6.311  0.362
H -1.478 -1.399 6.645  0.607
H -1.696 0.090 4.091  0.243
H -1.408 -1.620 3.903  0.086
H -3.702 -0.172 5.328  0.254
H -3.444 -1.886 5.548  0.463
H -4.045 -1.593 0.865  0.430
H -2.871 -0.586 1.698  0.277
H -1.082 -1.802 0.991  -0.210
H -2.153 -2.556 -0.209  0.253
H -1.891 -3.332 1.358  0.340
H 1.073 -0.754 3.407  0.235
H 0.306 0.745 3.981  0.099
H 3.102 0.215 3.143  -0.019
H 2.299 3.965 1.376  0.510
H 0.914 3.099 0.772  0.426
H 3.179 2.642 -1.030  0.542
H 3.190 4.320 -0.636  0.543
H 3.073 4.332 -3.194  0.416
H 1.546 4.810 -5.047  0.372
H -0.898 4.525 -4.785  0.407
H -1.796 3.786 -2.631  0.445
H -0.316 3.284 -0.751  0.272
H 1.334 0.269 0.783  -0.092
H 2.225 0.881 -0.592  0.355
H 1.846 -1.849 0.728  -0.469
H 2.868 -1.681 2.150  -0.027
H 3.495 -3.648 0.991  0.413
H 4.798 -2.498 0.879  0.422
H 3.295 -4.810 -0.809  0.329
H 3.363 -4.051 -2.403  0.356
H 1.421 -2.565 -1.284  0.167
H 1.030 -4.224 -0.632  0.245
H -0.818 -4.162 -1.859  0.246
H -0.675 -4.416 -3.603  0.391
H 0.071 -1.844 -3.591  0.458
H -0.893 -1.796 -2.093  0.150
H -1.636 -2.336 -3.596  0.226
H 4.044 -0.757 5.110  0.119
H 5.438 -0.071 5.902  0.426
H 5.277 0.075 4.148  0.231
C -3.725 -1.228 -6.513  -1.477
C -3.295 -0.366 -5.343  -0.185
N -3.585 1.064 -5.541  0.248
C -3.615 2.002 -4.535  -0.480
C -3.875 3.198 -5.114  -0.442
N -4.001 2.970 -6.464  0.076
C -3.820 1.673 -6.698  -0.172
C -4.284 3.974 -7.493  -0.844
H -3.191 -0.962 -7.426  0.414
H -3.510 -2.272 -6.297  0.359
H -4.795 -1.129 -6.703  0.400
H -2.223 -0.461 -5.171  0.331
H -3.811 -0.678 -4.436  0.376
H -3.438 1.703 -3.517  0.508
H -3.982 4.192 -4.718  0.477
H -3.859 1.208 -7.667  0.407
H -5.218 3.727 -7.992  0.369
H -3.472 3.987 -8.217  0.359
H -4.369 4.950 -7.028  0.297

=====

Record 2
# C11H13ClN2O4S

An isolated molecule of C11H13ClN2O4S in a non-equilibrium geometry (the ωB97M-V functional and the def2-TZVPD basis, the Open Molecules 2025 dataset).

## Properties
SMILES ... O=C(CCCl)Nc1cc(SCCO)cc([N+](=O)[O-])c1
Energy ... -46143.5679 eV

Last column: Mulliken charge in e.
Geometry (Å):
O -2.800 -1.904 -0.517  -0.619
C -3.176 -0.758 -0.537  0.665
N -2.358 0.333 -0.446  -0.070
C -0.970 0.375 -0.308  0.385
C -0.364 1.630 -0.268  -0.783
C 1.012 1.706 -0.123  -0.500
C 1.806 0.574 -0.012  -0.244
C 1.199 -0.670 -0.082  0.499
C -0.185 -0.769 -0.226  -0.811
H -0.645 -1.742 -0.274  0.698
S 2.087 -2.185 0.014  -0.179
C 3.826 -1.758 -0.372  -0.729
H 4.211 -2.676 -0.815  0.439
H 3.824 -0.973 -1.128  0.432
C 4.680 -1.378 0.843  -0.446
O 4.650 -0.012 1.160  -0.516
H 5.157 0.492 0.512  0.319
H 5.712 -1.708 0.662  0.326
H 4.305 -1.897 1.729  0.321
H 2.861 0.694 0.170  0.559
N 1.645 3.000 -0.093  1.009
O 2.853 3.037 -0.182  -0.604
O 0.929 3.974 0.005  -0.615
H -0.937 2.541 -0.348  0.443
H -2.798 1.242 -0.486  0.201
C -4.648 -0.372 -0.634  -0.934
C -5.194 -0.130 0.768  -0.404
H -5.173 -1.046 1.357  0.340
H -4.644 0.655 1.288  0.301
Cl -6.898 0.406 0.687  -0.203
H -4.778 0.521 -1.247  0.350
H -5.188 -1.200 -1.096  0.370

=====

Record 3
# C24H34BrFN4O7PS2

A 2-piece molecular cluster, C24H34BrFN4O7PS2 overall in a non-equilibrium geometry (the ωB97M-V functional and the def2-TZVPD basis, the Open Molecules 2025 dataset).

## Properties
Net charge ... +1
Energy ... -149447.1443 eV

Last column: Mulliken charge in e.
Geometry (Å):
C -2.403 0.844 3.981  -1.373
C -1.433 0.134 3.047  -0.224
C -1.033 1.024 1.886  -0.606
O -0.358 0.227 0.911  -0.165
C 0.151 0.951 -0.162  -1.015
N 0.063 0.108 -1.361  0.335
C -0.187 0.586 -2.588  -0.251
N -1.241 1.347 -2.949  0.175
S -1.355 2.146 -4.503  -0.093
S -2.618 1.626 -1.984  1.196
O -3.635 2.020 -2.873  -0.578
O -2.723 0.579 -1.049  -0.404
F -2.125 2.905 -1.247  -0.198
N 0.746 0.202 -3.535  0.376
P 0.222 -0.626 -4.975  0.705
O -1.148 -1.104 -4.839  -0.573
O 1.338 -1.724 -5.219  -0.574
O 0.549 0.411 -6.120  -0.438
C 1.847 -0.384 -2.730  -0.636
Br 3.018 1.122 -2.286  -0.089
C 1.094 -0.995 -1.548  1.502
C 0.303 -2.231 -2.052  -1.167
C 0.050 -3.380 -1.070  -1.092
C 1.004 -4.551 -1.263  0.454
N 1.424 -5.215 -0.063  -0.543
O 1.333 -4.900 -2.378  -0.563
C 1.976 -1.258 -0.345  -1.650
C 3.127 -2.250 -0.690  -1.193
C 4.505 -1.643 -0.607  0.041
C 5.385 -1.752 -1.670  -0.156
C 6.653 -1.203 -1.602  -0.768
C 7.052 -0.535 -0.460  -0.461
C 6.183 -0.425 0.610  -0.937
C 4.920 -0.974 0.538  -0.063
H -1.951 1.707 4.473  0.299
H -2.711 0.168 4.780  0.430
H -3.314 1.158 3.469  0.343
H -1.920 -0.744 2.615  0.284
H -0.532 -0.183 3.573  0.313
H -1.929 1.464 1.429  0.210
H -0.391 1.845 2.226  0.375
H 1.200 1.191 0.016  0.368
H -0.388 1.881 -0.307  0.786
H -0.060 2.496 -4.508  0.239
H 0.979 -2.618 -5.098  0.378
H 1.025 -0.005 -6.853  0.319
H 2.494 -1.061 -3.270  1.094
H 0.829 -2.666 -2.903  0.150
H -0.659 -1.895 -2.433  0.538
H -0.927 -3.797 -1.338  0.419
H -0.028 -3.083 -0.029  0.394
H 2.438 -5.159 -0.008  0.261
H 1.230 -6.209 -0.167  0.349
H 2.432 -0.332 -0.001  1.109
H 1.405 -1.641 0.497  0.519
H 2.979 -2.694 -1.676  0.685
H 3.067 -3.060 0.039  0.110
H 5.090 -2.276 -2.573  0.371
H 7.321 -1.312 -2.445  0.413
H 8.047 -0.115 -0.399  0.406
H 6.509 0.089 1.505  0.408
H 4.253 -0.871 1.386  0.463
C -4.395 3.948 4.719  -0.299
C -5.269 4.023 3.644  -0.410
C -6.639 3.958 3.857  -0.399
C -7.134 3.824 5.147  -0.377
C -6.259 3.751 6.222  -0.382
C -4.889 3.811 6.008  -0.426
H -3.326 3.999 4.553  0.441
H -4.884 4.135 2.638  0.385
H -7.322 4.014 3.019  0.364
H -8.202 3.777 5.314  0.364
H -6.646 3.648 7.227  0.367
H -4.208 3.751 6.847  0.366

=====

Record 4
# C6H8N2O3

An isolated molecule of C6H8N2O3 in a non-equilibrium geometry (the ωB97M-V functional and the def2-TZVPD basis, the Open Molecules 2025 dataset).

## Properties
Energy relative to the best compared isomer or geometry (same formula, charge and spin) ... 2.364 eV
2S+1 ... 3

Last column: Löwdin spin population.
Geometry (Å):
C 0.003 -2.211 -0.144  0.159
C -1.362 -1.748 -0.031  0.370
C 0.930 -1.288 -0.450  0.408
C -1.664 -0.466 -0.019  0.438
C 0.800 0.188 -0.689  0.043
C -0.517 0.763 -0.019  0.016
N -0.513 1.501 1.195  0.027
N -2.970 0.059 0.122  0.112
O -3.984 -0.659 -0.173  0.223
O -3.079 1.218 0.498  0.119
O 0.893 0.583 -2.010  0.031
H 0.312 -3.291 -0.074  0.000
H -2.101 -2.407 0.351  0.016
H 1.973 -1.591 -0.561  0.018
H 1.649 0.620 -0.191  0.008
H -1.044 1.491 -0.856  0.009
H -1.413 1.884 1.398  0.002
H -0.241 1.056 2.062  0.000
H 0.193 0.293 -2.671  0.001

=====

Record 5
# C3H5NO

A 2-piece molecular cluster, C3H5NO overall in a non-equilibrium geometry (the ωB97M-V functional and the def2-TZVPD basis, the Open Molecules 2025 dataset).

## Properties
Energy relative to the best compared isomer or geometry (same formula, charge and spin) ... 4.944 eV
2S+1 ... 3

Last column: Löwdin spin population.
Geometry (Å):
C -3.125 0.465 0.305  1.498
C 1.499 -0.121 -0.446  0.000
C 0.681 0.443 0.563  0.000
N -2.476 -0.317 -0.277  0.467
O 0.354 -0.756 -0.014  0.003
H -0.079 1.305 0.463  0.002
H 1.532 0.314 -1.465  0.000
H 2.338 -0.611 -0.043  0.000
H 1.248 0.404 1.520  0.000
H -1.972 -1.127 -0.606  0.029